[1]
Computed, not measured: a cluster of 2 separate species, C29H34N4O6S in total, with ωB97M-V/def2-TZVPD.

The charge is 0. The relative energy (zero: lowest compared OMol25 entry of this formula, charge and spin) comes out at 67.3 kJ/mol. For the total energy, the calculation gives -2194.03909 hartree. Its LUMO energy is -2.21 eV. The calculation puts the HOMO energy at -7.53 eV. The value obtained for the frontier orbital gap is 5.32 eV.

XYZ file:
```
74
Properties=species:S:1:pos:R:3:forces:R:3
C 6.0578 -2.2277 -2.3810 0.0463 0.6625 0.1134
O 6.5463 -0.9353 -1.9611 -0.3926 -0.3569 -0.8436
C 5.6610 0.0922 -1.8703 0.0874 0.6425 0.6785
C 4.2845 0.0219 -2.1088 -0.0808 -0.7649 0.1829
C 3.4242 0.9336 -1.4989 0.3334 0.3955 -0.6692
C 1.9314 0.6825 -1.4998 -0.2596 0.0301 -0.3741
C 1.4276 0.0862 -0.1693 0.6341 -0.0132 0.3926
C 2.1255 -1.2404 0.1355 1.2374 -0.7429 0.7368
O 3.3103 -1.4176 0.4498 -1.9623 0.5209 -0.6605
N 1.1905 -2.2254 0.0166 0.7344 0.4922 -0.1077
C 1.5239 -3.6142 0.2572 -0.2614 -0.2930 0.1358
C -0.1852 -1.7594 -0.1424 -0.0103 -1.2198 -0.1831
C -0.7599 -2.2767 -1.4747 0.2691 0.0056 -0.1096
C -1.0098 -2.2565 1.0449 0.1690 0.2781 0.0379
N 0.0112 -0.3061 -0.1701 -0.6220 1.3267 -0.2220
C -0.9901 0.5932 -0.1633 0.2369 -0.8236 0.8816
C -2.3474 0.2770 -0.2320 -0.5413 -0.1795 0.3174
C -3.3996 1.1681 0.0459 1.0658 1.0832 -0.9479
C -4.6230 1.2524 -0.7266 -0.9206 -0.2751 0.0441
C -5.3989 2.4451 -0.7503 0.2705 -0.5518 0.6221
C -6.7142 2.4188 -1.1929 0.0046 -0.1537 -0.3125
C -7.2761 1.2220 -1.6614 0.2542 0.1078 0.1771
C -6.4887 0.0713 -1.7568 0.3576 0.1348 -0.0758
C -5.1579 0.0960 -1.3450 -0.2497 0.2236 0.2766
C 3.9508 2.0625 -0.8729 -0.1032 0.4122 0.5601
C 5.3365 2.2267 -0.7368 0.2085 -0.6736 -0.4735
O 5.9696 3.1751 0.0033 -0.5718 0.6594 -0.1636
C 5.2216 4.3272 0.4408 0.2228 -0.6012 -0.2220
C 6.2015 1.2702 -1.3113 -0.2952 -0.4596 0.8795
O 7.5541 1.3879 -1.1594 0.3505 -0.1448 0.3989
C 8.1384 0.8923 0.0869 -0.7097 0.2774 -0.8122
H 6.9433 -2.8647 -2.3826 -0.2076 0.0398 -0.0561
H 5.3104 -2.6131 -1.6716 0.1623 0.1646 -0.1481
H 5.6250 -2.1717 -3.3905 0.1487 -0.0767 0.2307
H 3.8786 -0.8277 -2.6677 0.0722 0.1882 0.4685
H 1.3801 1.6202 -1.6696 0.1108 -0.2155 -0.0519
H 1.6627 -0.0224 -2.3051 0.0868 0.2803 0.1878
H 1.6441 0.7961 0.6481 -0.1800 -0.2782 -0.2288
H 2.6101 -3.7101 0.3472 -0.2754 0.1716 -0.0843
H 1.0626 -3.9674 1.1897 0.1531 0.0637 -0.1972
H 1.1622 -4.2469 -0.5645 0.1198 0.1565 0.1422
H 0.0328 -2.2647 -2.2357 -0.2930 0.0729 0.1004
H -1.1046 -3.3092 -1.3443 0.0348 0.2581 -0.1111
H -1.5950 -1.6570 -1.8102 0.1687 -0.2523 -0.0653
H -0.4390 -2.0955 1.9698 -0.2727 -0.0384 -0.1570
H -1.9530 -1.7236 1.1438 0.0960 -0.2593 0.1599
H -1.2244 -3.3297 0.9317 0.0924 0.3982 0.0575
H -0.6788 1.6427 -0.0963 -0.0564 -0.4119 0.1044
H -2.6444 -0.7450 -0.4759 0.1896 0.5049 -0.2681
H -3.2111 1.9790 0.7664 0.0351 -0.0175 -0.6844
H -4.9552 3.3651 -0.3550 -0.2808 -0.3441 -0.0206
H -7.3244 3.3223 -1.1449 0.2298 -0.2712 -0.0365
H -8.3333 1.1801 -1.9362 0.4029 0.0577 0.0831
H -6.9157 -0.8598 -2.1264 0.0897 0.2585 0.0339
H -4.5520 -0.8109 -1.4023 -0.2933 0.2131 0.0636
H 3.2753 2.8114 -0.4444 0.2278 -0.3398 -0.0534
H 5.9731 4.9825 0.8840 -0.2369 -0.0355 -0.0371
H 4.7323 4.8292 -0.4067 0.1348 -0.1441 0.1957
H 4.4729 4.0424 1.1934 0.1531 0.0926 -0.1494
H 9.2083 1.0682 -0.0275 -0.1424 -0.0772 0.1244
H 7.7339 1.4639 0.9308 0.1269 -0.1716 -0.1197
H 7.9223 -0.1785 0.1886 0.0919 0.2443 0.0551
C -4.7943 -0.0816 2.0671 -0.4056 -0.4609 0.1238
C -4.1671 -0.9140 3.0293 0.5297 -0.3810 0.4418
O -3.1780 -1.6399 2.8479 -0.4377 0.4388 0.0875
N -4.7502 -0.9627 4.3261 -0.1818 -0.0812 0.5109
C -5.9054 -0.3514 4.7446 0.4153 -0.0208 -0.7325
S -6.5875 -0.5875 6.2589 0.3391 0.1919 -0.6868
N -6.4400 0.4405 3.7628 -0.6620 -0.1308 0.4576
C -6.1109 0.3810 2.3730 -0.6054 0.1499 -0.4310
O -6.9977 0.7073 1.5763 0.7444 0.1766 0.4436
H -4.5654 -0.3089 1.0346 -0.3687 -0.2774 0.5685
H -4.3398 -1.6254 4.9840 -0.0767 0.3494 -0.3916
H -7.3787 0.7945 3.9632 0.5188 -0.1853 -0.1883
```
Positions in Å, forces in eV/Å.

[2]
Computed, not measured: a structure of composition C29H35Cl2N6O5S2, with ωB97M-V/def2-TZVPD.

The charge is -1. For the total energy, the calculation gives -3547.46754 hartree. Its LUMO energy is 2.08 eV. The calculation puts the HOMO energy at -6.21 eV. The value obtained for the frontier orbital gap is 8.30 eV.

XYZ file:
```
79
Properties=species:S:1:pos:R:3:forces:R:3
C -0.0053 1.2462 -2.1655 -0.8533 -0.3859 -0.6649
C 0.6820 0.5030 -3.4128 0.2364 1.6049 1.0843
N 1.6805 -0.4939 -2.9300 0.3460 -0.4808 -1.4149
C 1.1708 -1.8869 -2.9570 0.4067 -0.8799 0.9360
C 1.9805 -2.7174 -1.8565 0.3945 -0.1126 -0.5695
S 1.0128 -3.0552 -0.3254 -3.8032 -2.0943 1.5472
O 0.3015 -1.8550 0.2268 2.4402 -1.1793 -1.3780
O -0.0471 -4.0693 -0.7195 2.9253 1.7247 0.2112
N 2.0419 -3.8544 0.7645 0.1165 3.5377 -0.5750
S 2.6525 -2.8132 1.9602 -1.1288 -3.1588 4.7101
O 3.7432 -3.5843 2.6759 -1.6047 2.0561 -2.8122
O 1.6250 -2.4618 3.0015 1.6642 0.2469 -3.0476
C 3.3155 -1.2128 1.3269 2.0100 0.9993 -1.3550
Cl 2.2901 0.3027 1.4163 1.0537 -1.9405 0.1159
C 4.5914 -1.0385 0.7851 -1.7679 0.5931 0.2762
C 5.0739 0.4048 0.3192 0.1559 -0.5639 1.2949
Cl 5.7517 -2.4041 0.5949 -1.2128 1.4656 0.1068
C 2.9200 -0.3346 -3.6776 1.4936 0.2715 -1.6011
C 3.9594 0.7569 -3.1343 -1.7846 0.1482 0.7472
O 3.2352 -0.9474 -4.7043 -0.9768 0.6477 2.3806
H -1.1158 1.3374 -2.4207 1.3827 0.1005 0.5379
H 0.0831 0.6291 -1.2195 0.0428 0.7117 -1.1218
H 0.4114 2.2902 -2.0222 -0.3861 -1.3026 -0.0514
H -0.1152 0.0414 -4.0727 1.1730 0.4458 0.5679
H 1.2745 1.3100 -3.9630 -1.0417 -1.1116 0.2791
H 1.3434 -2.4160 -3.9493 -0.3966 0.8769 1.0562
H 0.0740 -1.9013 -2.6778 1.2426 0.0983 -0.4403
H 2.9416 -2.2076 -1.5389 -1.1555 -0.4305 -0.3770
H 2.2551 -3.7243 -2.3012 -0.4217 1.0379 0.9465
H 4.3336 0.9180 -0.3601 0.9071 -0.8684 0.6606
H 6.1219 0.3574 -0.0949 -1.2747 -0.0111 0.2592
H 5.1035 1.0346 1.2732 0.0188 -0.7467 -1.2726
H 3.4170 1.3321 -2.3179 0.7634 -0.6260 -0.8531
H 4.2464 1.5095 -3.9248 -0.0801 -1.2150 0.6791
H 4.8308 0.2258 -2.6538 -0.8552 0.5766 -0.7920
N -4.5745 -0.1124 1.8491 0.2172 -0.3763 0.1265
C -5.0330 -1.1064 2.6232 0.0526 0.3947 -0.2407
C -4.3191 -2.2618 2.8985 0.0911 0.0444 -0.0917
C -3.0573 -2.4035 2.3388 -0.0185 -0.1093 0.0602
C -2.5603 -1.3915 1.5326 0.1061 0.0064 -0.0476
C -3.3512 -0.2744 1.3214 -0.5191 0.0387 0.1937
H -6.0250 -0.9511 3.0355 0.0108 -0.0504 0.0325
H -4.7392 -3.0313 3.5341 -0.0171 0.0420 -0.0137
H -2.4670 -3.2928 2.5290 0.0356 0.0793 -0.0390
H -1.5803 -1.4678 1.0785 -0.0123 -0.0510 0.0394
H -3.0032 0.5453 0.7008 0.0309 -0.0667 -0.0456
N -2.9010 -4.7755 -3.1962 -0.2670 -0.5688 0.1496
C -3.5441 -5.7012 -3.9225 0.2599 0.3807 0.1867
C -3.9756 -6.9164 -3.4166 0.0108 -0.0116 0.0364
C -3.7257 -7.1968 -2.0809 0.0145 -0.0414 0.1052
C -3.0608 -6.2580 -1.3074 -0.1542 -0.1944 -0.1544
C -2.6728 -5.0695 -1.9068 0.0116 0.5292 -0.3206
H -3.7134 -5.4377 -4.9618 -0.0357 -0.0661 -0.0081
H -4.4932 -7.6256 -4.0504 0.0190 0.0359 -0.0047
H -4.0464 -8.1379 -1.6477 0.0119 0.0324 -0.0238
H -2.8482 -6.4429 -0.2624 0.0469 0.0664 -0.0457
H -2.1530 -4.3039 -1.3423 0.0439 -0.1464 0.0177
N -4.1341 4.2375 3.4992 0.5664 0.0176 -0.1223
C -3.6589 3.0732 3.0300 -0.4241 0.2859 0.2074
C -2.3367 2.8716 2.6656 0.1137 0.1574 0.0051
C -1.4528 3.9331 2.7879 0.1311 -0.0481 -0.0577
C -1.9193 5.1479 3.2687 -0.0044 -0.0730 -0.0319
C -3.2585 5.2467 3.6094 -0.3895 -0.2883 -0.0025
H -4.3878 2.2739 2.9486 0.1069 -0.0522 -0.0734
H -2.0071 1.9099 2.2952 -0.0262 0.0272 0.0681
H -0.4104 3.8150 2.5118 -0.0375 -0.0113 0.0375
H -1.2577 5.9984 3.3769 -0.0220 -0.0122 0.0046
H -3.6696 6.1751 3.9933 0.0627 0.0224 -0.0106
N 2.2841 4.5695 1.6075 -0.0906 0.5846 -0.0749
C 1.4953 5.0849 0.6541 0.2486 -0.3466 0.2591
C 1.3090 6.4440 0.4579 0.0512 0.0826 0.0698
C 1.9732 7.3248 1.2979 -0.0098 0.0919 -0.0068
C 2.7941 6.8175 2.2939 -0.0766 0.0406 -0.0962
C 2.9159 5.4416 2.4049 -0.1355 -0.4428 -0.1735
H 0.9949 4.3560 0.0249 -0.0259 0.0484 -0.0175
H 0.6609 6.8037 -0.3311 0.0080 -0.0467 0.0295
H 1.8525 8.3956 1.1776 0.0022 -0.0489 0.0055
H 3.3276 7.4751 2.9684 -0.0076 -0.0489 -0.0101
H 3.5488 4.9968 3.1658 -0.0095 0.0571 0.0086
```
Positions in Å, forces in eV/Å.

[3]
Computed, not measured: a structure of composition C29H35MoN4O7S3, with ωB97M-V/def2-TZVPD.

The charge is -1. The relative energy (zero: lowest compared OMol25 entry of this formula, charge and spin) comes out at 73.1 kJ/mol. For the total energy, the calculation gives -3134.74514 hartree. Its LUMO energy (spin up / spin down) is 2.50 / 2.31 eV. The calculation puts the HOMO energy (spin up / spin down) at -4.49 / -4.26 eV. The value obtained for the frontier orbital gap (spin up / spin down) is 6.99 / 6.57 eV.

XYZ file:
```
79
Properties=species:S:1:pos:R:3:forces:R:3
Mo -0.6688 -0.1490 -0.6868 0.0076 -0.2139 0.3950
C -4.7719 0.8370 0.5641 0.0134 -0.0062 0.0147
O -5.4337 0.6482 -0.6810 -0.0416 -0.0413 0.0025
C -4.7579 0.4002 -1.8378 0.0705 0.0396 -0.0909
C -5.5696 0.0940 -2.9126 -0.0319 -0.0096 0.0709
C -5.0680 -0.1058 -4.1987 0.0276 0.0047 -0.0148
C -3.7173 0.0179 -4.4094 -0.0704 0.0051 0.0243
C -2.8633 0.2859 -3.3315 0.0899 -0.0142 -0.0554
C -1.4870 0.6159 -3.5997 0.0282 0.0457 0.1076
N -0.5847 0.6215 -2.6906 0.1063 -0.0360 -0.1551
N 0.5936 1.3105 -3.0101 -0.1037 -0.0790 0.1510
C 1.0877 1.7372 -1.8956 0.3318 0.0114 0.0596
O 0.5552 1.5065 -0.7257 -0.1885 0.0302 0.0129
C 2.3422 2.5290 -1.8936 -0.0982 0.1049 0.0032
C 2.6231 3.3488 -0.8032 -0.0028 -0.0432 -0.0586
C 3.7958 4.0879 -0.7752 -0.0337 -0.0082 -0.0314
C 4.6922 4.0043 -1.8322 0.0407 0.0264 0.0602
C 4.4148 3.1814 -2.9150 0.0182 -0.0087 -0.0485
C 3.2402 2.4475 -2.9512 0.0148 -0.0130 -0.0267
C -3.3425 0.4612 -2.0095 -0.0835 0.0392 -0.0033
O -2.5510 0.7018 -0.9968 -0.0389 0.0242 0.0998
H -4.1924 1.7593 0.5665 -0.0192 -0.0236 0.0179
H -4.1186 -0.0001 0.8054 -0.0090 0.0199 0.0132
H -5.5784 0.9078 1.2935 0.0070 0.0046 0.0176
H -6.6324 0.0246 -2.7150 -0.0070 0.0067 -0.0160
H -5.7445 -0.3311 -5.0124 0.0110 -0.0144 -0.0097
H -3.2932 -0.0864 -5.4008 0.0088 -0.0003 -0.0090
H -1.2024 0.9883 -4.5814 -0.0199 0.0082 -0.0043
H 1.9127 3.3959 0.0124 0.0145 0.0141 -0.0007
H 4.0062 4.7270 0.0729 0.0152 0.0091 -0.0020
H 5.6123 4.5754 -1.8090 0.0001 0.0022 0.0029
H 5.1208 3.1071 -3.7327 -0.0010 0.0045 -0.0039
H 3.0116 1.7957 -3.7835 -0.0096 -0.0069 0.0051
C -2.3711 -4.2835 1.1519 -0.0471 -0.0757 0.0802
C -1.8796 -3.2151 0.2183 0.0453 0.0158 -0.1736
S -1.8982 -1.5758 0.7976 -0.0543 -0.0314 0.0393
C -1.4343 -3.4360 -1.0291 -0.0911 0.0139 0.1258
C -1.3558 -4.7821 -1.6888 -0.0055 -0.0784 -0.0326
S -0.8326 -2.0926 -1.9611 0.0040 -0.0078 -0.1427
H -2.9594 -3.8488 1.9598 -0.0036 0.0221 -0.0128
H -1.5383 -4.8259 1.6099 0.0105 0.0085 -0.0030
H -2.9976 -5.0165 0.6391 0.0114 0.0049 -0.0177
H -2.1127 -5.4618 -1.2941 0.0064 -0.0039 0.0085
H -0.3778 -5.2487 -1.5388 0.0064 0.0158 0.0085
H -1.5086 -4.6965 -2.7655 -0.0038 0.0282 -0.0026
C 1.3517 -3.3532 2.2648 0.0124 -0.0797 -0.0374
C 1.8692 -2.1416 3.0260 0.0236 0.1236 0.0658
C 2.4369 -1.0140 2.1301 -0.0204 -0.0426 0.0013
C 2.8805 0.1724 2.9951 -0.0045 -0.0536 0.0315
C 3.3900 1.3468 2.1736 0.0011 0.0756 -0.0255
C 3.6478 -1.5590 1.3929 -0.0118 -0.0758 -0.0015
O 4.6662 -1.8840 1.9720 -0.0113 0.0281 0.0095
N 3.5320 -1.6736 0.0388 0.0171 -0.0371 -0.0559
C 2.4114 -1.3665 -0.7614 0.0127 0.0439 -0.0398
O 2.5064 -1.4651 -1.9616 0.0179 -0.0847 0.0511
N 1.2924 -0.9500 -0.0967 0.1989 0.2024 -0.1366
C 1.3320 -0.5970 1.1857 -0.2267 0.0786 0.1301
O 0.3448 0.0371 1.6143 0.0041 0.0211 -0.3035
H 0.9679 -4.0995 2.9621 0.0014 0.0034 0.0067
H 2.1434 -3.8286 1.6802 0.0105 0.0155 0.0003
H 0.5405 -3.0865 1.5847 -0.0100 0.0197 0.0011
H 2.6667 -2.4282 3.7152 0.0024 -0.0087 -0.0120
H 1.0628 -1.6962 3.6137 -0.0147 -0.0229 -0.0222
H 3.6522 -0.1947 3.6746 0.0099 0.0255 -0.0053
H 2.0234 0.4750 3.5976 -0.0224 0.0165 -0.0119
H 4.2981 1.0895 1.6243 0.0068 -0.0253 -0.0112
H 3.6241 2.1989 2.8139 0.0112 -0.0018 0.0077
H 2.6387 1.6759 1.4528 -0.0084 -0.0125 0.0204
H 4.3418 -1.9968 -0.4699 0.0059 -0.0014 0.0060
C -0.2227 2.3699 4.0616 0.0084 -0.0358 0.0016
S -0.2523 3.0498 2.3954 -0.0043 0.0475 -0.0244
C -1.8044 2.2769 1.9192 -0.0530 0.0930 0.0015
O -0.5496 4.5066 2.5561 0.0273 -0.0069 -0.0149
H -1.1369 2.6563 4.5822 -0.0186 0.0144 -0.0358
H 0.6401 2.7964 4.5703 0.0200 -0.0063 -0.0098
H -0.1299 1.2878 3.9897 0.0066 -0.0426 0.0103
H -1.7949 1.2186 2.1727 0.0115 -0.0242 -0.0330
H -1.9539 2.3949 0.8470 0.0938 0.0218 -0.0043
H -2.5812 2.8200 2.4603 -0.0227 -0.0627 0.0343
```
Positions in Å, forces in eV/Å.